(1)
11 unconnected molecules or ions with the total composition C28H73F2N10O16S2 at a distorted geometry, computed with ωB97M-V/def2-TZVPD.

Its total charge is +6. For the calculated total energy, the calculation gives -104911.9179 eV. The spin multiplicity is 2. The HOMO-LUMO gap (spin up / spin down) is 0.149 / 0.207 hartree. The value obtained for the maximum force is 7.78 eV Å⁻¹. As for the expectation value of S²: 0.752. The calculation puts the LUMO energy (spin up / spin down) at -13.098 / -13.306 eV.

Cartesian coordinates (Å):
N -14.387 -11.866 18.391
S -13.919 -10.611 19.035
O -14.829 -9.933 19.971
O -12.925 -9.816 18.303
F -12.891 -11.415 20.107
S -15.519 -10.969 17.452
O -14.996 -9.948 16.543
O -16.861 -10.581 18.030
F -15.960 -12.222 16.539
C -13.178 -15.226 15.325
C -13.109 -13.722 15.524
O -13.511 -12.901 14.706
N -12.625 -13.259 16.863
H -13.351 -12.726 17.320
H -12.575 -14.100 17.420
C -11.200 -12.763 16.919
H -12.272 -15.780 15.570
H -13.245 -15.439 14.258
H -14.061 -15.609 15.837
H -11.180 -11.797 16.414
H -10.409 -13.443 16.601
H -10.977 -12.545 17.963
C -11.377 -6.667 17.644
C -9.922 -6.912 17.301
O -8.976 -6.298 17.760
N -9.764 -8.034 16.257
H -9.316 -8.829 16.689
H -10.639 -8.380 15.890
C -8.790 -7.540 15.137
H -11.860 -7.494 18.165
H -12.017 -6.649 16.761
H -11.602 -5.727 18.147
H -7.809 -7.112 15.341
H -9.318 -6.808 14.526
H -8.745 -8.179 14.256
C -18.231 -13.366 20.545
C -17.313 -13.742 19.353
O -17.683 -13.881 18.195
N -15.829 -13.824 19.751
H -15.280 -13.198 19.180
H -15.759 -13.487 20.700
C -15.335 -15.285 19.745
H -19.258 -13.697 20.395
H -18.346 -12.314 20.807
H -17.911 -13.900 21.439
H -14.301 -15.316 20.089
H -15.294 -15.716 18.744
H -15.886 -15.906 20.451
C -18.030 -8.861 25.623
C -17.879 -9.975 24.612
O -18.625 -10.920 24.709
N -16.820 -9.861 23.546
H -15.960 -9.781 24.069
H -16.800 -10.755 23.076
C -17.175 -8.775 22.579
H -17.372 -7.994 25.572
H -17.839 -9.338 26.584
H -19.006 -8.385 25.711
H -16.663 -9.122 21.681
H -16.883 -7.741 22.763
H -18.226 -8.621 22.330
C -16.640 -6.998 19.240
C -15.293 -6.665 18.689
O -14.237 -7.144 19.050
N -15.370 -5.833 17.407
H -16.266 -5.366 17.401
H -14.668 -5.141 17.625
C -15.220 -6.772 16.185
H -17.172 -7.729 18.630
H -17.132 -6.030 19.340
H -16.513 -7.312 20.277
H -14.198 -7.111 16.017
H -15.655 -6.115 15.431
H -15.954 -7.560 16.350
C -11.392 -8.544 20.989
C -11.059 -7.084 21.146
O -10.006 -6.580 20.890
N -12.222 -6.166 21.678
H -12.566 -5.461 21.042
H -13.024 -6.762 21.824
C -11.880 -5.425 22.988
H -10.643 -9.126 20.452
H -12.342 -8.712 20.482
H -11.521 -9.065 21.938
H -12.722 -4.748 23.134
H -11.039 -4.737 22.905
H -11.781 -6.097 23.841
C -11.948 -14.231 21.726
C -11.502 -14.099 23.168
O -11.571 -15.032 23.950
N -11.147 -12.696 23.713
H -10.354 -12.865 24.315
H -10.706 -12.116 23.013
C -12.300 -12.059 24.472
H -12.259 -15.230 21.421
H -11.061 -13.995 21.138
H -12.776 -13.560 21.498
H -12.004 -11.096 24.889
H -12.731 -12.736 25.209
H -12.900 -11.576 23.701
C -22.106 -10.408 14.930
C -21.209 -10.352 16.107
O -20.426 -9.457 16.295
N -21.171 -11.695 16.881
H -22.135 -11.939 17.060
H -20.911 -12.378 16.185
C -20.239 -11.643 18.126
H -21.665 -11.248 14.393
H -21.894 -9.616 14.213
H -23.156 -10.662 15.074
H -20.462 -10.839 18.826
H -19.226 -11.488 17.752
H -20.269 -12.588 18.669
C -18.336 -11.382 14.305
C -17.695 -9.991 14.019
O -17.236 -9.228 14.852
N -17.334 -9.586 12.543
H -16.502 -10.066 12.231
H -17.971 -10.034 11.900
C -17.166 -8.098 12.341
H -17.599 -12.148 14.066
H -19.255 -11.580 13.754
H -18.525 -11.434 15.377
H -16.942 -8.023 11.277
H -16.280 -7.779 12.890
H -18.104 -7.568 12.510
O -13.618 -9.168 13.867
C -12.540 -8.744 14.549
O -12.016 -7.641 14.287
O -12.030 -9.522 15.382
H -13.850 -9.946 14.380

Atom charges from the Löwdin analysis, given in e for atoms 1 to 4: -0.3748, 0.3799, -0.3804, -0.3181


(2)
6 unconnected molecules or ions with the total composition C28H74N6O8 at a distorted geometry, computed with ωB97M-V/def2-TZVPD.

Its total charge is 0. The structure (SMILES) is COC[C@H](C)N.COC[C@H](C)N.COC[C@H](C)N.COC[C@H](C)N.COCCNCCOC.COCCNCCOC. For the energy above the lowest of the compared OMol25 structures with the same formula, charge and spin, the calculation gives 98.9 kcal/mol. For the calculated total energy, the calculation gives -55546.3627 eV. The HOMO-LUMO gap is 0.321 hartree. The value obtained for the maximum force is 3.22 eV Å⁻¹. The calculation puts the LUMO energy at 0.305 eV.

Cartesian coordinates (Å):
C 2.574 3.557 4.780
O 3.671 2.947 4.240
C 4.325 3.684 3.200
C 3.891 3.353 1.785
C 4.847 2.662 0.920
N 3.607 4.567 1.087
H 1.925 2.823 5.259
H 1.952 4.078 4.053
H 2.824 4.415 5.405
H 4.459 4.745 3.410
H 5.373 3.416 3.339
H 3.009 2.728 1.921
H 5.755 3.236 0.732
H 4.406 2.474 -0.058
H 5.184 1.750 1.412
H 4.343 5.258 1.045
H 2.845 4.988 1.599
C 3.017 0.105 -5.207
O 3.445 -1.203 -4.678
C 3.439 -2.272 -5.588
C 3.992 -3.396 -4.811
C 4.803 -4.495 -5.515
N 2.920 -4.059 -4.031
H 3.709 0.506 -5.947
H 3.035 0.816 -4.381
H 2.077 -0.113 -5.715
H 2.390 -2.280 -5.883
H 4.121 -1.906 -6.355
H 4.672 -2.944 -4.089
H 5.189 -5.230 -4.808
H 5.633 -3.955 -5.971
H 4.148 -4.984 -6.236
H 2.389 -3.385 -3.499
H 3.286 -4.585 -3.250
C -0.277 -1.436 0.235
O -1.615 -1.102 0.220
C -1.901 0.318 0.197
C -1.701 0.994 -1.217
C -2.314 2.376 -1.342
N -2.223 0.232 -2.376
H -0.139 -2.448 0.615
H 0.347 -0.687 0.723
H 0.126 -1.534 -0.773
H -2.944 0.482 0.468
H -1.358 0.843 0.983
H -0.611 0.960 -1.218
H -2.022 2.721 -2.334
H -1.981 3.109 -0.608
H -3.404 2.348 -1.345
H -3.203 0.134 -2.155
H -1.821 -0.687 -2.259
C -5.754 -5.403 6.250
O -5.520 -4.269 7.039
C -4.756 -3.214 6.457
C -4.421 -2.235 7.615
C -5.601 -1.737 8.470
N -3.915 -1.028 6.946
H -4.821 -5.965 6.221
H -6.093 -5.233 5.228
H -6.506 -6.055 6.695
H -3.865 -3.644 5.998
H -5.325 -2.727 5.665
H -3.646 -2.547 8.314
H -6.207 -2.494 8.968
H -6.227 -1.178 7.774
H -5.260 -0.928 9.117
H -3.120 -1.333 6.402
H -4.746 -0.784 6.427
C 3.322 -5.028 5.729
O 2.679 -6.063 6.534
C 1.891 -6.967 5.648
C 0.943 -7.838 6.441
N 1.501 -9.161 6.579
C 0.700 -10.176 5.911
C 0.555 -10.126 4.407
O -0.558 -9.425 3.937
C -0.763 -9.385 2.491
H 4.218 -4.747 6.283
H 2.510 -4.301 5.726
H 3.665 -5.333 4.740
H 2.644 -7.399 4.988
H 1.203 -6.490 4.950
H -0.085 -7.832 6.079
H 0.953 -7.525 7.485
H 1.807 -9.298 7.532
H -0.310 -10.244 6.315
H 1.165 -11.135 6.137
H 0.466 -11.154 4.054
H 1.494 -9.755 3.995
H -1.799 -9.120 2.281
H -0.778 -10.337 1.960
H 0.024 -8.762 2.065
C -4.398 7.690 -8.295
O -3.715 8.840 -7.957
C -3.265 9.716 -8.990
C -2.702 10.999 -8.320
N -1.571 10.846 -7.464
C -0.378 10.389 -8.090
C 0.825 10.052 -7.224
O 0.404 9.335 -6.019
C 0.028 7.958 -6.289
H -5.462 7.880 -8.440
H -4.557 7.223 -7.323
H -4.050 7.134 -9.166
H -4.200 9.923 -9.510
H -2.759 9.176 -9.791
H -3.476 11.494 -7.733
H -2.447 11.717 -9.099
H -1.723 10.254 -6.659
H -0.043 11.067 -8.876
H -0.709 9.484 -8.599
H 1.284 10.994 -6.923
H 1.524 9.744 -8.002
H 0.732 7.272 -6.758
H -0.836 7.748 -6.920
H -0.379 7.513 -5.382

Atom charges from the Löwdin analysis, given in e for atoms 1 to 4: -0.1555, -0.1712, -0.1870, -0.4790


(3)
A molecular structure, C28H75B2CoF8N3O16 at a distorted geometry, computed with ωB97M-V/def2-TZVPD.

Its total charge is 0. For the energy above the lowest of the compared OMol25 structures with the same formula, charge and spin, the calculation gives 0.0 kcal/mol. For the calculated total energy, the calculation gives -128209.3059 eV. The spin multiplicity is 4. The HOMO-LUMO gap (spin up / spin down) is 0.356 / 0.356 hartree. The value obtained for the maximum force is 3.31 eV Å⁻¹. As for the expectation value of S²: 3.755. The calculation puts the LUMO energy (spin up / spin down) at 0.310 / 0.306 eV.

Cartesian coordinates (Å):
Co -0.281 -0.445 -1.072
B -2.254 -2.679 0.319
F -1.622 -1.759 -0.471
F -3.425 -3.047 -0.315
F -1.535 -3.770 0.498
F -2.612 -2.051 1.498
B 3.485 2.801 -1.677
F 4.246 1.645 -1.740
F 4.422 3.779 -1.310
F 2.938 3.079 -2.900
F 2.509 2.695 -0.732
C -1.232 -2.290 5.155
O -0.391 -3.349 4.821
C 0.206 -3.193 3.537
C 1.474 -3.945 3.521
N 2.610 -3.204 4.121
C 3.790 -4.041 4.309
C 3.537 -5.256 5.261
O 3.122 -4.999 6.586
C 3.946 -4.139 7.350
H -0.613 -1.400 5.270
H -1.610 -2.600 6.130
H -2.004 -2.186 4.393
H 0.268 -2.180 3.140
H -0.413 -3.728 2.817
H 1.773 -4.070 2.480
H 1.291 -4.925 3.963
H 2.276 -2.844 5.004
H 4.598 -3.394 4.651
H 4.077 -4.344 3.302
H 4.454 -5.829 5.397
H 2.884 -6.039 4.876
H 3.859 -3.090 7.064
H 5.024 -4.290 7.391
H 3.467 -4.102 8.328
C 1.547 -3.122 -0.937
O 1.105 -1.830 -1.488
C 2.137 -1.130 -2.224
C 1.669 0.046 -3.058
N 0.917 0.931 -2.110
C 0.019 1.851 -2.778
C -1.250 1.195 -3.386
O -1.723 0.251 -2.403
C -3.092 -0.088 -2.680
H 0.783 -3.663 -0.379
H 2.378 -2.930 -0.259
H 2.015 -3.860 -1.588
H 2.605 -1.958 -2.757
H 2.849 -0.767 -1.483
H 1.016 -0.321 -3.850
H 2.577 0.524 -3.426
H 1.594 1.578 -1.732
H 0.550 2.483 -3.489
H -0.181 2.532 -1.951
H -1.126 0.581 -4.278
H -1.944 1.916 -3.818
H -3.212 -0.498 -3.683
H -3.718 0.803 -2.632
H -3.460 -0.858 -2.003
C -6.732 3.239 0.462
O -5.782 2.161 0.578
C -4.865 2.291 1.650
C -3.921 3.522 1.369
N -3.305 3.380 -0.020
C -2.401 4.512 -0.219
C -3.107 5.802 -0.643
O -3.996 5.582 -1.763
C -4.608 6.815 -2.174
H -7.443 2.963 -0.317
H -6.261 4.122 0.031
H -7.277 3.380 1.395
H -4.254 1.388 1.628
H -5.338 2.364 2.629
H -3.116 3.500 2.103
H -4.402 4.490 1.514
H -4.107 3.451 -0.630
H -1.738 4.093 -0.976
H -1.738 4.654 0.635
H -2.254 6.357 -1.034
H -3.618 6.277 0.194
H -3.823 7.533 -2.411
H -5.289 7.168 -1.399
H -5.215 6.637 -3.062
C 1.688 -2.842 -5.746
C 3.119 -3.337 -5.945
O 3.039 -4.727 -6.456
O 1.064 -3.499 -4.630
H 1.102 -3.099 -6.628
H 1.687 -1.768 -5.562
H 3.647 -3.346 -4.991
H 3.681 -2.797 -6.707
H 2.724 -5.299 -5.753
H 0.855 -4.379 -4.950
C -2.048 -3.285 -3.314
C -2.664 -3.511 -4.662
O -1.720 -4.112 -5.520
O -1.069 -2.254 -3.421
H -1.636 -4.237 -2.978
H -2.858 -3.002 -2.642
H -2.967 -2.572 -5.125
H -3.503 -4.198 -4.554
H -1.991 -4.092 -6.441
H -0.298 -2.570 -3.899
C 1.106 4.905 0.779
C 1.151 4.903 2.304
O -0.092 4.535 2.871
O 0.604 6.195 0.367
H 0.587 4.029 0.390
H 2.076 4.892 0.282
H 1.676 5.819 2.577
H 1.836 4.116 2.618
H -0.775 5.153 2.599
H 0.844 6.394 -0.541
C -0.962 1.032 1.466
C 0.576 0.947 1.375
O 0.894 -0.195 0.570
O -1.503 0.916 0.153
H -1.152 2.024 1.877
H -1.399 0.301 2.145
H 1.058 0.938 2.353
H 1.039 1.843 0.963
H 1.647 -0.526 1.065
H -2.114 1.641 -0.002
C 3.952 -0.797 2.547
C 4.330 0.438 1.774
O 3.585 1.630 2.133
O 2.654 -1.257 2.233
H 3.977 -0.623 3.623
H 4.589 -1.633 2.258
H 4.207 0.260 0.706
H 5.393 0.618 1.931
H 4.023 2.365 1.697
H 2.616 -2.096 2.697

Atom charges from the Löwdin analysis, given in e for atoms 1 to 4: 0.8380, -1.4535, 0.1486, 0.1364